{
  "formula": "C5H13NO",
  "method": "the ωB97M-V functional and the def2-TZVPD basis",
  "symbols": ["C", "N", "C", "C", "C", "C", "H", "H", "H", "H", "H", "H", "H", "H", "H", "H", "H", "O", "H", "H"],
  "xyz": [[0.79, -1.08, 1.33], [1.48, 0.03, 0.68], [1.70, -0.21, -0.78], [0.33, 0.04, -1.44], [-0.31, 1.11, -0.51], [0.64, 1.22, 0.68], [-0.23, -1.27, 0.96], [0.73, -0.90, 2.40], [1.36, -2.00, 1.17], [2.12, -1.21, -0.82], [2.42, 0.53, -1.12], [-0.22, -0.89, -1.31], [0.35, 0.36, -2.47], [-0.52, 2.06, -1.01], [-1.33, 0.78, -0.31], [1.27, 2.11, 0.69], [0.15, 1.35, 1.65], [-3.30, -0.38, 0.03], [-4.21, -0.30, 0.39], [-3.23, -1.32, -0.19]],
  "total_charge": 0,
  "e_homo_ev": -8.35,
  "largest_force_ha_per_bohr": 0.0274,
  "total_energy_ev": -8932.757,
  "relative_energy_kcal_mol": 28.9
}

{
  "formula": "C5H13NO",
  "method": "the ωB97M-V functional and the def2-TZVPD basis",
  "symbols": ["C", "C", "N", "C", "C", "C", "O", "H", "H", "H", "H", "H", "H", "H", "H", "H", "H", "H", "H", "H"],
  "xyz": [[0.61, 0.71, -2.16], [-0.40, 0.68, -0.90], [-1.45, 1.76, -0.81], [0.31, 0.61, 0.43], [0.95, -0.72, 0.98], [-0.12, -1.89, 1.42], [-0.98, -1.26, 2.45], [1.19, 1.67, -2.32], [1.36, -0.12, -1.99], [0.16, 0.49, -3.13], [-1.00, -0.23, -1.01], [-1.36, 2.18, -1.71], [-1.18, 2.41, -0.07], [-0.44, 0.95, 1.19], [1.21, 1.27, 0.53], [1.69, -1.15, 0.22], [1.29, -0.54, 2.02], [0.48, -2.62, 2.01], [-0.56, -2.29, 0.43], [-1.75, -1.91, 2.41]],
  "total_charge": 0,
  "e_homo_ev": -9.33,
  "largest_force_ha_per_bohr": 0.0690,
  "total_energy_ev": -8931.839,
  "relative_energy_kcal_mol": 50.1
}

Question: Which formula does entry 2 have?
Answer: C5H13NO

Repeat the second record exactly.
{
  "formula": "C5H13NO",
  "method": "the ωB97M-V functional and the def2-TZVPD basis",
  "symbols": ["C", "C", "N", "C", "C", "C", "O", "H", "H", "H", "H", "H", "H", "H", "H", "H", "H", "H", "H", "H"],
  "xyz": [[0.61, 0.71, -2.16], [-0.40, 0.68, -0.90], [-1.45, 1.76, -0.81], [0.31, 0.61, 0.43], [0.95, -0.72, 0.98], [-0.12, -1.89, 1.42], [-0.98, -1.26, 2.45], [1.19, 1.67, -2.32], [1.36, -0.12, -1.99], [0.16, 0.49, -3.13], [-1.00, -0.23, -1.01], [-1.36, 2.18, -1.71], [-1.18, 2.41, -0.07], [-0.44, 0.95, 1.19], [1.21, 1.27, 0.53], [1.69, -1.15, 0.22], [1.29, -0.54, 2.02], [0.48, -2.62, 2.01], [-0.56, -2.29, 0.43], [-1.75, -1.91, 2.41]],
  "total_charge": 0,
  "e_homo_ev": -9.33,
  "largest_force_ha_per_bohr": 0.0690,
  "total_energy_ev": -8931.839,
  "relative_energy_kcal_mol": 50.1
}